A cluster of 2 separate species, C3HClFO2 in total, computed with ωB97M-V/def2-TZVPD.

Each line ends with the Löwdin charge.
Atoms and positions in Å:
C -1.270 -0.098 -0.873  -0.31
C -0.784 -1.310 -0.892  -0.61
C 1.789 -1.975 0.067  -0.53
O 2.022 -2.166 -1.035  0.17
O 1.672 -1.795 1.213  0.14
F -2.281 0.698 -0.049  -0.25
Cl -1.291 -2.586 0.286  0.36
H -1.100 0.695 -1.575  0.04

Properties
multiplicity = 1
E = -825.444280 Ha
total charge = -1
ΔE to the lowest compared entry with this formula, charge and spin = 43.0 kcal per mole
HOMO = -0.120 hartree

A cluster of 2 separate species, C3HClFO2 in total, computed with ωB97M-V/def2-TZVPD.

Each line ends with the Löwdin charge.
Atoms and positions in Å:
C 0.235 1.058 0.177  0.00
C -1.771 -0.252 -0.022  -0.63
C -2.702 0.853 -0.014  -0.64
O -2.610 0.249 1.187  -0.06
O -3.254 1.799 -0.537  0.05
F 0.338 1.583 -1.084  -0.17
Cl -2.487 -1.782 -0.463  0.52
H 1.037 0.353 0.203  -0.06

Properties
multiplicity = 1
E = -825.311729 Ha
total charge = -1
ΔE to the lowest compared entry with this formula, charge and spin = 126.2 kcal per mole
HOMO = -0.131 hartree

An isolated molecule of C3HClNP, computed with ωB97M-V/def2-TZVPD.

Each line ends with the Löwdin charge.
Atoms and positions in Å:
C -2.493 1.212 0.041  -0.26
C 0.074 0.690 0.140  -0.45
C -1.212 0.811 0.190  -0.05
N -3.619 1.459 -0.045  0.16
P 1.570 1.791 -0.039  0.47
Cl 2.933 0.359 0.006  0.16
H 0.676 -0.154 0.306  -0.04

Properties
multiplicity = 1
E = -971.083371 Ha
ΔE to the lowest compared entry with this formula, charge and spin = 35.5 kcal per mole
HOMO (spin up / spin down) = -0.323 / -0.318 hartree

A structure of composition C3HCuLiO4, computed with ωB97M-V/def2-TZVPD.

Each line ends with the Löwdin charge.
Atoms and positions in Å:
O -0.039 2.064 -0.040  0.16
C 1.016 1.586 -0.119  -0.34
O 2.094 1.169 -0.074  0.23
Li -2.025 1.536 -0.115  0.86
O -2.101 -0.336 0.140  -0.11
C -0.946 -1.010 0.321  -0.17
C 0.200 -1.367 0.083  -0.32
O 1.360 -1.748 -0.218  -0.14
Cu 3.308 -0.963 -0.117  0.71
H -2.866 -0.930 0.137  0.13

Properties
multiplicity = 1
E = -2063.590408 Ha
total charge = +1
ΔE to the lowest compared entry with this formula, charge and spin = 0.0 kcal per mole
HOMO = -0.407 hartree

A structure of composition C3HCuO2, computed with ωB97M-V/def2-TZVPD.

Each line ends with the Mulliken spin population.
Atoms and positions in Å:
O -1.087 0.407 -0.399  0.30
O 0.566 -0.376 0.813  0.29
C 0.088 -0.048 -0.314  -0.04
Cu -1.236 -0.017 1.529  0.43
C 2.195 0.080 -1.720  0.01
C 0.944 -0.103 -1.515  0.00
H 0.862 0.483 -2.601  0.00

Properties
multiplicity = 2
E = -1905.366920 Ha
total charge = +1
ΔE to the lowest compared entry with this formula, charge and spin = 67.0 kcal per mole
HOMO (spin up / spin down) = -0.569 / -0.568 hartree

A structure of composition C3HErO2, computed with ωB97M-V/def2-TZVPD.

Each line ends with the Mulliken spin population.
Atoms and positions in Å:
H 0.642 -2.124 -0.462  0.00
C -0.689 -1.128 0.240  0.03
C 0.470 -0.974 -0.352  0.11
O -1.797 -0.675 0.362  0.11
Er 2.222 0.514 0.318  2.75
O 0.128 2.019 -0.099  0.00
C -0.976 2.367 -0.006  0.00

Properties
multiplicity = 4
E = -1279.581988 Ha
total charge = +2
ΔE to the lowest compared entry with this formula, charge and spin = 3.4 kcal per mole
HOMO (spin up / spin down) = -0.670 / -0.648 hartree